(1)
DFT (the ωB97M-V functional and the def2-TZVPD basis) results for the molecule C3H9NS at a distorted geometry.

ORCA input file:
```
! RIJCOSX wB97M-V def2-TZVPD def2/J DEFGRID3
* xyz 0 1
S -0.754 1.147 -2.693
N 0.495 -0.815 0.675
C 0.602 -0.260 2.040
C -0.037 0.161 -0.243
C -0.386 -0.305 -1.665
H -0.886 0.727 0.161
H 0.745 0.904 -0.470
H 1.074 0.718 1.987
H 0.426 -0.891 -2.095
H 1.175 -0.934 2.668
H -1.316 -0.869 -1.723
H -0.397 -0.127 2.451
H -0.051 -1.672 0.722
H -0.689 2.218 -1.815
*
```

Results
* SMILES: CNCCS
* Kohn-Sham gap: 9.89 eV
* strongest force on any atom: 1.216 eV/Å
* HOMO level: -8.88 eV
* lowest unoccupied orbital energy: 1.01 eV

Atom charges from the natural (NBO) analysis, given in e for atoms 1 to 8: atom 1 (S): -0.065, atom 2 (N): -0.625, atom 3 (C): -0.409, atom 4 (C): -0.225, atom 5 (C): -0.511, atom 6 (H): 0.162, atom 7 (H): 0.187, atom 8 (H): 0.195

***

(2)
DFT (the ωB97M-V functional and the def2-TZVPD basis) results for a structure of composition C22H67AgN14O10 at a distorted geometry.

ORCA input file:
```
! RIJCOSX wB97M-V def2-TZVPD def2/J DEFGRID3
* xyz 0 1
Ag 18.019 16.081 -12.832
O 19.557 9.177 -14.002
O 21.280 12.334 -12.129
O 15.479 10.314 -14.402
O 16.893 17.088 -18.838
O 15.877 10.739 -19.111
O 18.158 14.859 -14.841
O 20.058 17.472 -13.210
O 23.537 16.901 -15.044
O 21.069 17.006 -18.612
O 16.131 17.450 -12.944
N 19.436 12.182 -13.485
N 16.671 19.940 -18.852
N 19.535 10.368 -15.953
N 16.237 13.647 -13.000
N 19.926 17.131 -15.448
N 21.971 13.698 -15.977
N 19.540 15.686 -19.649
N 15.673 16.627 -14.977
N 14.101 17.935 -13.856
N 20.205 8.166 -15.932
N 20.596 14.117 -13.404
N 21.675 15.897 -20.509
N 16.802 7.947 -17.885
N 21.230 18.839 -14.600
C 16.171 9.079 -14.452
C 23.709 18.119 -15.747
C 17.190 8.643 -19.116
C 17.244 17.831 -17.660
C 20.786 16.230 -19.513
C 16.536 8.026 -20.339
C 14.895 13.019 -14.995
C 17.679 19.228 -18.080
C 22.684 15.994 -15.720
C 19.736 9.236 -15.208
C 15.329 17.340 -13.880
C 20.385 17.805 -14.344
C 22.885 14.568 -15.232
C 18.047 20.023 -16.819
C 16.232 11.302 -13.759
C 24.317 14.098 -15.357
C 15.928 12.061 -18.629
C 20.519 12.830 -12.935
C 17.158 10.144 -18.990
C 15.928 16.098 -18.648
C 18.350 14.521 -16.173
C 15.419 12.564 -13.619
H 15.770 19.944 -18.385
H 17.153 11.516 -14.320
H 16.605 16.213 -15.020
H 14.923 12.446 -18.818
H 14.998 16.504 -18.212
H 15.447 8.138 -20.376
H 14.471 14.025 -14.928
H 19.419 16.270 -15.275
H 15.749 13.049 -15.673
H 19.193 11.226 -13.276
H 24.698 14.421 -16.328
H 24.961 14.551 -14.604
H 22.534 14.591 -14.186
H 17.638 15.013 -16.856
H 14.559 12.392 -12.969
H 20.436 17.199 -16.314
H 22.153 12.730 -15.759
H 15.661 8.329 -15.049
H 16.897 8.517 -21.244
H 19.289 11.211 -15.452
H 21.553 19.028 -15.529
H 21.397 15.349 -21.301
H 21.002 13.926 -15.807
H 18.091 21.068 -17.129
H 19.004 19.659 -16.460
H 17.308 19.954 -16.019
H 18.815 12.741 -14.050
H 18.229 13.431 -16.333
H 22.546 16.388 -20.568
H 19.847 14.429 -14.014
H 21.573 19.308 -13.782
H 15.019 16.573 -15.735
H 23.544 18.969 -15.077
H 19.405 10.487 -16.942
H 16.194 12.146 -17.573
H 16.229 15.307 -17.945
H 21.635 16.274 -15.543
H 17.101 9.283 -15.016
H 14.073 12.395 -15.348
H 21.287 14.766 -13.082
H 19.242 15.221 -20.485
H 20.292 7.286 -15.462
H 19.357 14.746 -16.578
H 17.638 10.452 -18.048
H 17.820 10.572 -19.767
H 20.329 8.269 -16.920
H 17.001 8.524 -17.081
H 24.760 18.162 -16.053
H 24.377 13.022 -15.189
H 16.744 6.958 -20.378
H 16.892 13.986 -13.715
H 16.613 12.719 -19.186
H 15.643 15.654 -19.600
H 22.871 16.044 -16.800
H 15.824 7.688 -17.875
H 23.061 18.237 -16.618
H 15.509 14.360 -12.961
H 16.489 10.951 -12.751
H 16.476 8.775 -13.449
H 13.342 17.601 -14.417
H 18.560 19.176 -18.724
H 13.978 18.447 -12.999
H 18.875 16.062 -19.000
H 16.321 17.966 -17.082
H 18.243 8.377 -19.299
H 17.982 17.257 -17.098
H 16.526 19.483 -19.745
*
```

Results
* Kohn-Sham gap: 8.70 eV
* strongest force on any atom: 1.822 eV/Å
* HOMO level: -8.63 eV
* lowest unoccupied orbital energy: 0.06 eV

Atom charges from the Mulliken analysis, given in e for atoms 1 to 8: atom 1 (Ag): 0.235, atom 2 (O): -0.617, atom 3 (O): -0.737, atom 4 (O): -0.433, atom 5 (O): -0.424, atom 6 (O): -0.456, atom 7 (O): 1.743, atom 8 (O): -0.745

***

(3)
DFT (the ωB97M-V functional and the def2-TZVPD basis) results for a cluster of 2 separate species, C4H11PS in total at a distorted geometry.

ORCA input file:
```
! RIJCOSX wB97M-V def2-TZVPD def2/J DEFGRID3
* xyz 0 1
S 2.664 0.585 -0.971
P 2.104 -0.494 0.793
C -1.046 0.103 -0.243
C -1.053 0.640 1.111
C -0.924 -1.383 -0.351
C -0.993 0.859 -1.351
H -0.942 1.965 -1.446
H 0.066 -1.751 -0.589
H -1.428 1.666 1.118
H 1.321 0.341 -1.528
H -0.087 0.784 1.724
H -1.120 -1.812 0.550
H -1.583 -1.739 -1.069
H -0.959 0.351 -2.274
H -1.640 -0.036 1.727
H 3.498 -0.732 0.992
H 2.122 0.653 1.808
*
```

Results
* SMILES: C=C(C)C.PS
* Kohn-Sham gap: 9.86 eV
* strongest force on any atom: 3.075 eV/Å
* HOMO level: -9.09 eV
* lowest unoccupied orbital energy: 0.78 eV

Atom charges from the natural (NBO) analysis, given in e for atoms 1 to 8: atom 1 (S): -0.338, atom 2 (P): 0.186, atom 3 (C): 0.030, atom 4 (C): -0.663, atom 5 (C): -0.649, atom 6 (C): -0.425, atom 7 (H): 0.208, atom 8 (H): 0.225

***

(4)
DFT (the ωB97M-V functional and the def2-TZVPD basis) results for the molecule C12H16BrN3O2S.

ORCA input file:
```
! RIJCOSX wB97M-V def2-TZVPD def2/J DEFGRID3
* xyz 0 1
Br 3.260 -2.227 -0.896
S -0.816 -0.442 1.009
O 2.632 1.981 -1.456
O -5.257 -1.822 0.147
N 0.331 0.734 -1.027
N -1.901 1.220 -0.760
N 1.534 0.273 -0.507
C 5.909 1.062 1.106
C 4.735 1.432 0.479
C -3.234 0.904 -0.300
C -5.263 -0.629 -0.593
C 5.464 -1.233 0.570
C 4.283 -0.856 -0.051
C 6.270 -0.275 1.157
C -0.811 0.561 -0.312
C 3.894 0.480 -0.093
C 2.657 0.989 -0.748
C -3.883 -0.208 -1.130
C -4.606 -1.752 1.394
H -5.691 0.190 0.008
H 1.391 -0.408 0.239
H -3.983 0.134 -2.162
H -3.522 -1.644 1.290
H 7.186 -0.575 1.642
H 5.749 -2.273 0.584
H 4.442 2.469 0.417
H -3.148 0.601 0.745
H -1.831 1.678 -1.657
H 0.486 1.542 -1.626
H -4.818 -2.692 1.899
H -5.938 -0.835 -1.427
H 6.543 1.814 1.550
H -3.233 -1.086 -1.130
H -3.836 1.815 -0.356
H -4.996 -0.922 1.996
*
```

Results
* SMILES: COCCCNC(=S)NNC(=O)c1ccccc1Br
* Kohn-Sham gap: 9.22 eV
* strongest force on any atom: 0.632 eV/Å
* HOMO level: -8.70 eV
* lowest unoccupied orbital energy: 0.51 eV

Atom charges from the natural (NBO) analysis, given in e for atoms 1 to 8: atom 1 (Br): 0.068, atom 2 (S): -0.285, atom 3 (O): -0.632, atom 4 (O): -0.532, atom 5 (N): -0.434, atom 6 (N): -0.584, atom 7 (N): -0.444, atom 8 (C): -0.216

***

(5)
DFT (the ωB97M-V functional and the def2-TZVPD basis) results for a structure of composition C55H44Br2NiP3Si.

ORCA input file:
```
! RIJCOSX wB97M-V def2-TZVPD def2/J DEFGRID3
* xyz 1 1
Br -1.999 1.687 -1.834
Br 0.135 1.547 -4.369
Ni -0.249 0.515 -0.357
P -0.101 -1.527 -1.728
P -0.635 -0.652 1.636
P 0.520 2.479 0.252
Si 1.885 0.047 -0.263
C 2.120 -3.442 2.853
C -0.626 3.176 1.478
C -1.230 3.737 3.746
C 0.517 0.348 3.950
C 0.724 -3.999 -0.560
C -4.479 -1.890 1.160
C -0.681 -0.085 3.381
C -3.944 -1.494 -2.934
C -0.144 -6.153 -1.188
C 4.126 3.385 2.050
C -4.381 -3.262 0.957
C -0.604 0.807 6.026
C 2.403 -0.493 -1.978
C 3.894 -0.784 -3.854
C 0.557 0.784 5.263
C -1.546 2.128 -3.684
C 4.283 1.279 0.890
C -0.135 -3.360 -1.452
C 2.991 -1.655 -4.452
C -0.990 -4.152 -2.223
C 1.710 4.521 -3.044
C 0.622 6.135 -1.634
C 1.959 -1.381 0.959
C -2.002 -3.128 1.293
C 3.219 -3.141 2.055
C 0.717 -5.378 -0.426
C 1.308 5.827 -2.801
C -2.087 -1.753 1.487
C -3.901 -1.299 -4.310
C 0.857 -1.701 1.761
C 0.717 3.823 -0.963
C -0.992 -5.533 -2.091
C 1.469 -1.312 -2.628
C 3.613 -0.230 -2.612
C 2.197 2.472 0.965
C -2.677 -1.166 -4.947
C 1.785 -1.938 -3.828
C 3.138 -2.115 1.129
C -3.340 -1.141 1.402
C 2.931 1.364 0.542
C -1.901 3.575 1.061
C -1.837 -0.062 4.150
C 2.791 3.491 1.709
C -3.141 -3.876 1.018
C -2.825 4.042 1.979
C -2.772 -1.531 -2.203
C -2.493 4.119 3.325
C 0.952 -2.713 2.715
C -1.496 -1.221 -4.213
C -0.304 3.265 2.826
C 0.331 5.138 -0.714
C -1.536 -1.381 -2.835
C -1.799 0.385 5.465
C 4.874 2.281 1.637
C 1.418 3.526 -2.125
H -1.046 -3.631 1.324
H 0.312 7.152 -1.436
H 2.250 4.278 -3.949
H -2.328 1.648 -4.259
H 1.095 -2.640 -4.280
H 0.674 2.971 3.177
H 1.396 -5.841 0.277
H -0.197 5.393 0.195
H -3.214 4.487 4.042
H -4.818 -1.264 -4.883
H 4.595 4.168 2.631
H 1.499 1.102 5.693
H 3.228 -2.115 -5.402
H 1.536 6.605 -3.516
H 1.437 0.335 3.372
H 0.112 -2.923 3.366
H 1.742 2.509 -2.309
H -3.428 -0.065 1.512
H 2.182 -4.231 3.590
H 4.350 0.409 -2.141
H -0.573 1.143 7.054
H -0.551 -1.132 -4.730
H -5.268 -3.845 0.749
H -1.675 -3.706 -2.926
H -2.778 -0.409 3.744
H 5.919 2.209 1.906
H -2.821 -1.681 -1.131
H -5.443 -1.401 1.112
H 4.831 -0.560 -4.345
H -0.955 3.798 4.790
H 1.423 -3.430 0.032
H -0.150 -7.229 -1.081
H 2.226 4.366 2.004
H -2.707 0.387 6.052
H -3.049 -4.941 0.851
H 4.136 -3.705 2.161
H 4.879 0.426 0.588
H -1.585 3.209 -3.722
H -2.632 -1.036 -6.020
H -4.893 -1.614 -2.427
H -2.164 3.545 0.013
H 4.006 -1.905 0.515
H -1.664 -6.121 -2.701
H -3.803 4.356 1.640
*
```

Results
* Kohn-Sham gap (spin up / spin down): 7.45 / 7.45 eV
* strongest force on any atom: 0.482 eV/Å
* HOMO level (spin up / spin down): -9.78 / -9.78 eV
* lowest unoccupied orbital energy (spin up / spin down): -2.32 / -2.32 eV

Atom charges from the Mulliken analysis, given in e for atoms 1 to 8: atom 1 (Br): 0.300, atom 2 (Br): -0.023, atom 3 (Ni): -0.346, atom 4 (P): 1.096, atom 5 (P): 2.414, atom 6 (P): 1.265, atom 7 (Si): 1.040, atom 8 (C): -1.142

***

(6)
DFT (the ωB97M-V functional and the def2-TZVPD basis) results for a structure of composition C10H8N2O3S at a distorted geometry.

ORCA input file:
```
! RIJCOSX wB97M-V def2-TZVPD def2/J DEFGRID3
* xyz 0 1
S -1.129 1.360 -3.221
O 2.039 0.785 -0.578
O 3.774 -0.556 -0.937
O 2.549 2.158 1.095
N -0.460 1.610 -1.789
N -2.142 0.172 -2.866
C 1.716 1.499 0.568
C 2.747 -0.384 -0.374
C -1.020 0.738 -0.947
C -1.999 -0.085 -1.566
C -2.705 -1.038 -0.788
C 2.149 -1.432 0.523
C -2.438 -1.124 0.537
C -0.722 0.612 0.442
C 0.311 1.453 1.146
C -1.453 -0.297 1.144
H -0.038 2.483 1.176
H -1.274 -0.399 2.204
H 0.433 1.082 2.156
H 2.548 -1.362 1.530
H 2.453 -2.386 0.111
H 1.066 -1.385 0.520
H -3.451 -1.667 -1.247
H -2.953 -1.835 1.162
*
```

Results
* Kohn-Sham gap: 8.55 eV
* strongest force on any atom: 1.204 eV/Å
* HOMO level: -9.37 eV
* lowest unoccupied orbital energy: -0.81 eV

Atom charges from the natural (NBO) analysis, given in e for atoms 1 to 8: atom 1 (S): 0.985, atom 2 (O): -0.549, atom 3 (O): -0.513, atom 4 (O): -0.510, atom 5 (N): -0.630, atom 6 (N): -0.608, atom 7 (C): 0.816, atom 8 (C): 0.802